{
  "formula": "C32H50BrN5O3S",
  "method": "ωB97M-V/def2-TZVPD",
  "smiles": "CCCNc1cc2c(c(C)c1[C@H](Br)CC)Sc1ccccc1N2CCCCN(C)C(C)=O.CNC(C)=O.CNC(C)=O",
  "largest_force_ev_per_a": 8.43,
  "de_lowest_kcal_mol": 528.5,
  "energy_ha": -4720.2322,
  "multiplicity": 1,
  "homo_energy_ev": -7.235,
  "elements": ["C", "C", "C", "N", "C", "C", "C", "C", "C", "C", "C", "C", "Br", "C", "C", "S", "C", "C", "C", "C", "C", "C", "N", "C", "C", "C", "C", "N", "C", "C", "C", "O", "H", "H", "H", "H", "H", "H", "H", "H", "H", "H", "H", "H", "H", "H", "H", "H", "H", "H", "H", "H", "H", "H", "H", "H", "H", "H", "H", "H", "H", "H", "H", "H", "H", "H", "H", "H", "C", "N", "C", "C", "O", "H", "H", "H", "H", "H", "H", "H", "C", "N", "C", "C", "O", "H", "H", "H", "H", "H", "H", "H"],
  "coordinates": [[-0.7181, 2.4929, 2.5432], [-1.2308, 1.1061, 3.2521], [-2.8572, 0.9534, 3.3892], [-3.6295, 1.1073, 2.0975], [-3.2527, 0.0496, 1.0674], [-2.5825, -1.4082, 1.4054], [-2.1322, -2.5340, 0.2531], [-2.4013, -2.1121, -1.3036], [-3.1224, -0.6610, -1.6639], [-3.3795, -0.3935, -3.2946], [-3.5682, 0.4600, -0.5221], [-4.2931, 1.9068, -0.9381], [-6.0081, 1.6141, -2.0034], [-3.2797, 2.9409, -1.7147], [-4.0854, 4.2400, -2.3930], [-1.8727, -3.3258, -2.6821], [-1.7724, -4.9679, -1.7772], [-1.8543, -6.3391, -2.6792], [-1.7492, -7.8000, -1.9374], [-1.6023, -7.8897, -0.2873], [-1.5334, -6.4807, 0.5721], [-1.6139, -4.9742, -0.1497], [-1.4898, -3.7920, 0.7729], [-0.0888, -3.5810, 1.2999], [1.0129, -3.1014, 0.1849], [1.1142, -1.4417, 0.3252], [0.7758, -0.7383, -1.1383], [2.0851, -0.0384, -1.5562], [1.7614, 1.4311, -1.7125], [2.4479, -0.7041, -2.8677], [1.7972, -0.1981, -4.2851], [3.2926, -1.7648, -2.8333], [0.4729, 2.4212, 2.5031], [-1.0166, 3.4417, 3.1608], [-1.0488, 2.5468, 1.3990], [-0.7897, 1.0545, 4.3599], [-0.7031, 0.2171, 2.6741], [-3.1272, -0.0755, 3.9039], [-3.2234, 1.8220, 4.1182], [-3.3578, 2.0739, 1.7439], [-2.4018, -1.6723, 2.5340], [-2.5206, -0.8186, -3.9667], [-3.4933, 0.7578, -3.5149], [-4.4429, -0.8807, -3.5161], [-4.6587, 2.4811, 0.0423], [-2.5442, 2.4263, -2.4725], [-2.5905, 3.4302, -0.8728], [-3.3948, 5.1930, -2.2027], [-4.2468, 4.1118, -3.5451], [-5.0831, 4.4264, -1.7900], [-1.9450, -6.2868, -3.8596], [-1.7668, -8.8285, -2.5297], [-1.5039, -8.8900, 0.3127], [-1.3913, -6.5445, 1.7526], [-0.1940, -2.8356, 2.2266], [0.2432, -4.6180, 1.7886], [2.0672, -3.5260, 0.5403], [0.7682, -3.4592, -0.9022], [2.1555, -1.0979, 0.7399], [0.2824, -1.0539, 1.0644], [0.4374, -1.5262, -1.9397], [-0.1119, 0.0073, -0.9765], [2.6239, 1.9096, -2.3573], [0.6954, 1.6319, -2.1854], [1.7467, 1.8909, -0.6108], [1.6249, -1.1656, -4.9453], [0.7459, 0.2592, -4.0390], [2.5174, 0.5860, -4.7730], [4.8211, 6.4882, -2.1601], [3.5886, 5.9729, -1.6125], [3.4040, 4.8571, -0.8494], [4.6102, 4.0260, -0.5096], [2.2763, 4.5602, -0.4629], [4.9670, 7.4995, -1.7725], [4.7162, 6.5326, -3.2470], [5.6828, 5.8714, -1.9023], [2.7306, 6.4788, -1.7982], [4.3049, 3.1723, 0.1021], [5.0741, 3.6468, -1.4244], [5.3271, 4.6216, 0.0623], [2.4165, -1.5431, 5.5313], [1.8039, -0.6343, 4.5914], [2.4055, 0.1030, 3.6137], [3.8965, -0.0136, 3.4574], [1.7285, 0.8334, 2.8946], [1.9673, -2.5293, 5.3904], [2.1927, -1.1881, 6.5404], [3.4970, -1.6130, 5.4011], [0.8003, -0.5020, 4.6339], [4.2295, 0.6318, 2.6395], [4.3962, 0.3074, 4.3756], [4.1689, -1.0448, 3.2162]]
}


{
  "formula": "C5H10O",
  "method": "ωB97M-V/def2-TZVPD",
  "smiles": "C=CC.C=CO",
  "largest_force_ev_per_a": 2.31,
  "de_lowest_kcal_mol": 67.2,
  "energy_ha": -271.6455,
  "multiplicity": 1,
  "homo_energy_ev": -9.328,
  "elements": ["C", "C", "C", "H", "H", "H", "H", "H", "H", "C", "C", "O", "H", "H", "H", "H"],
  "coordinates": [[0.8829, -0.2051, -1.6845], [1.9005, -0.4318, -2.5186], [3.3356, -0.3439, -2.1356], [-0.1194, -0.6075, -1.6716], [1.1443, 0.2747, -0.7394], [1.6692, -0.4747, -3.5766], [3.5040, 0.3247, -1.2865], [3.6271, -1.2793, -1.6400], [4.0183, -0.0899, -2.9350], [-1.8876, -0.5512, 1.2394], [-1.6852, 0.2439, 2.2816], [-2.6045, 1.1443, 2.8013], [-1.1316, -0.8227, 0.5283], [-2.9345, -0.6311, 0.9600], [-0.6760, 0.5705, 2.5326], [-3.1362, 1.3849, 2.0322]]
}


{
  "formula": "C32H49Cl48I2N3O2P",
  "method": "ωB97M-V/def2-TZVPD",
  "largest_force_ev_per_a": 4.26,
  "energy_ha": -24588.9657,
  "total_charge": 1,
  "multiplicity": 1,
  "homo_energy_ev": -11.170,
  "elements": ["C", "C", "O", "N", "C", "C", "C", "C", "C", "C", "C", "P", "C", "O", "C", "N", "C", "C", "C", "C", "I", "C", "N", "I", "H", "H", "H", "H", "H", "H", "H", "H", "H", "H", "H", "H", "H", "H", "H", "H", "H", "H", "H", "H", "H", "H", "H", "H", "H", "H", "H", "H", "H", "H", "H", "H", "H", "C", "Cl", "Cl", "Cl", "H", "C", "Cl", "Cl", "Cl", "H", "C", "Cl", "Cl", "Cl", "H", "C", "Cl", "Cl", "Cl", "H", "C", "Cl", "Cl", "Cl", "H", "C", "Cl", "Cl", "Cl", "H", "C", "Cl", "Cl", "Cl", "H", "C", "Cl", "Cl", "Cl", "H", "C", "Cl", "Cl", "Cl", "H", "C", "Cl", "Cl", "Cl", "H", "C", "Cl", "Cl", "Cl", "H", "C", "Cl", "Cl", "Cl", "H", "C", "Cl", "Cl", "Cl", "H", "C", "Cl", "Cl", "Cl", "H", "C", "Cl", "Cl", "Cl", "H", "C", "Cl", "Cl", "Cl", "H"],
  "coordinates": [[3.0226, 0.8738, 1.8994], [3.1856, 0.5943, 0.3331], [4.1589, 1.1640, -0.2311], [2.2617, -0.3296, -0.4032], [3.2240, -1.3144, -1.0427], [1.6758, 0.4528, -1.5412], [0.0514, 0.4333, -1.5440], [-0.3816, 1.6589, -2.5160], [-1.7375, 1.4080, -3.3061], [-3.0775, 1.4813, -2.4511], [-3.0107, 2.3496, -1.1053], [-4.5401, 3.5257, -1.1159], [-4.1914, 4.8260, 0.2413], [-4.6081, 4.4110, -2.5804], [-3.1440, 1.4394, 0.2018], [-4.4125, 0.6446, 0.2844], [-4.9184, 0.1202, -1.0285], [-5.7985, -1.2195, -0.8953], [-6.6246, -1.3024, 0.4867], [-6.0396, -2.5822, 1.2929], [-6.2007, -2.3957, 3.4512], [-3.7349, 0.0248, -2.1208], [-2.7279, -1.0254, -1.8493], [-4.7057, -0.5807, -4.0210], [3.5877, 1.8244, 2.1531], [3.5755, 0.0213, 2.4327], [1.9141, 0.9003, 2.1313], [2.7054, -2.2431, -1.4381], [3.9462, -1.6627, -0.2186], [3.8994, -0.8033, -1.8209], [1.9700, -0.0922, -2.5132], [2.0749, 1.5142, -1.6514], [-0.3749, 0.5554, -0.4971], [-0.2167, -0.5776, -2.0224], [0.4555, 1.6975, -3.3088], [-0.3132, 2.6723, -1.9813], [-1.6750, 0.3500, -3.7581], [-1.8105, 2.1041, -4.2202], [-3.8674, 1.9851, -3.1211], [-2.1149, 3.0402, -1.0037], [-3.1860, 5.3323, -0.0092], [-4.9792, 5.6465, 0.1123], [-4.1987, 4.3802, 1.2910], [-3.6868, 4.4971, -2.9228], [-3.1611, 2.1650, 1.0933], [-2.2254, 0.7764, 0.3969], [-4.2351, -0.1298, 0.9580], [-5.1932, 1.1989, 0.7098], [-5.6424, 0.9203, -1.4321], [-6.5893, -1.1562, -1.7274], [-5.2119, -2.1754, -1.1176], [-6.6123, -0.3438, 1.0977], [-7.7261, -1.5198, 0.2576], [-6.5419, -3.5178, 0.8682], [-4.9380, -2.6590, 0.9689], [-2.2266, -0.8861, -0.9621], [-3.1571, -1.9571, -1.7819], [-4.7367, 4.2076, -6.1174], [-4.5721, 2.5436, -5.5355], [-3.3451, 5.1813, -5.6140], [-4.9105, 4.2400, -7.8752], [-5.6329, 4.6372, -5.6767], [1.6026, -1.3886, 4.8544], [0.9450, -1.4200, 3.2108], [3.0064, -2.4545, 4.9819], [2.0279, 0.2650, 5.3204], [0.8359, -1.7500, 5.5366], [-3.7682, 1.3132, 4.2006], [-4.0742, 2.3550, 5.5922], [-4.8337, 1.7519, 2.8496], [-2.0714, 1.4061, 3.7100], [-3.9847, 0.2855, 4.4866], [3.9855, 0.6955, 8.9597], [3.7148, -0.9126, 8.2727], [5.2324, 1.5572, 8.0477], [2.4783, 1.6234, 8.9835], [4.3303, 0.5766, 9.9844], [0.2199, 5.1353, 2.8952], [-0.5317, 4.6920, 1.3533], [-0.9964, 5.7383, 4.0281], [1.0812, 3.7536, 3.5835], [0.9392, 5.9298, 2.7093], [-3.1862, 6.4532, -10.9710], [-2.9466, 7.9457, -11.8887], [-3.5856, 6.8153, -9.2855], [-4.4534, 5.4647, -11.7101], [-2.2572, 5.8878, -10.9883], [4.1137, -2.0324, -4.5925], [4.5349, -1.7132, -6.2798], [2.4305, -1.5817, -4.2748], [4.3837, -3.7338, -4.1929], [4.7570, -1.4255, -3.9583], [5.1055, -1.4057, -10.3931], [6.0202, -0.5800, -9.1235], [4.9474, -3.1284, -10.0249], [3.5120, -0.6639, -10.5939], [5.6506, -1.3041, -11.3287], [0.5890, -5.7831, -3.1107], [1.6401, -6.6496, -1.9830], [0.2520, -4.1491, -2.5157], [1.3195, -5.7210, -4.7197], [-0.3531, -6.3215, -3.1831], [2.9504, -5.3839, 7.8257], [2.2994, -5.4006, 6.1789], [4.3503, -6.4573, 7.9496], [3.3842, -3.7386, 8.3115], [2.1795, -5.7471, 8.5016], [-5.4669, 8.2365, -5.7269], [-6.4919, 9.5008, -6.4162], [-4.3068, 8.9287, -4.5852], [-6.4539, 6.9975, -4.9356], [-4.9119, 7.7663, -6.5361], [-3.3399, -5.0793, 5.2013], [-3.8493, -4.7633, 6.8656], [-2.1939, -3.8442, 4.6612], [-2.6275, -6.6914, 5.0642], [-4.2177, -5.0367, 4.5600], [8.9488, 1.8061, 6.0083], [7.3332, 2.5192, 6.1230], [8.8897, 0.0743, 6.3627], [9.6414, 2.0902, 4.4060], [9.5873, 2.2851, 6.7471], [7.0365, -4.1801, -0.8907], [7.4576, -3.8624, -2.5804], [5.3553, -3.7283, -0.5749], [7.3079, -5.8803, -0.4914], [7.6799, -3.5726, -0.2573], [11.1989, -6.2981, 0.8076], [10.2115, -5.0337, 0.0619], [12.3044, -5.6029, 2.0003], [10.1710, -7.5288, 1.5551], [11.7906, -6.7734, 0.0286], [-1.5978, -3.7614, 9.6985], [-0.5711, -3.0451, 8.4482], [-0.6285, -4.7202, 10.8248], [-2.4942, -2.5047, 10.5624], [-2.3139, -4.4218, 9.2154]]
}